Entry 1:
Formula: C14H40O6
Source: the OMol25 dataset
Level of theory: ωB97M-V/def2-TZVPD

Element x y z (Å)
C 17.451 -6.058 30.135
C 16.400 -7.072 30.431
C 16.617 -7.579 31.859
O 15.291 -6.519 30.464
H 18.395 -6.367 30.515
H 17.221 -5.167 30.622
H 17.583 -5.834 29.065
H 16.445 -7.919 29.781
H 15.785 -8.098 32.262
H 16.837 -6.766 32.544
H 17.452 -8.317 31.910
H 14.677 -7.258 30.585
C 19.330 -10.129 27.001
C 18.513 -8.869 26.900
C 17.471 -9.148 25.865
O 18.018 -8.466 27.977
H 19.774 -10.296 26.078
H 18.690 -10.967 27.315
H 20.103 -9.872 27.696
H 19.290 -8.112 26.657
H 17.000 -10.086 25.966
H 18.031 -9.154 24.954
H 16.722 -8.389 25.674
H 18.603 -7.801 28.349
C 20.433 -5.402 25.870
C 21.807 -6.062 25.930
C 22.605 -5.891 24.640
O 22.570 -5.752 26.860
H 20.309 -4.622 26.555
H 19.683 -6.168 26.056
H 20.252 -4.927 24.843
H 21.670 -7.103 26.049
H 23.459 -6.551 24.480
H 22.792 -4.793 24.474
H 21.958 -6.137 23.797
H 21.998 -5.915 27.594
C 22.656 -9.660 25.559
C 21.876 -9.977 24.303
C 20.858 -8.910 23.767
O 22.614 -10.372 23.446
H 22.114 -9.386 26.451
H 23.218 -8.786 25.355
H 23.334 -10.490 25.884
H 21.162 -10.766 24.528
H 20.199 -9.388 23.040
H 21.390 -8.124 23.164
H 20.272 -8.460 24.620
H 22.107 -10.612 22.694
C 21.344 -7.402 29.151
O 20.142 -6.834 28.640
H 21.132 -8.226 29.846
H 21.886 -6.616 29.677
H 21.996 -7.889 28.356
H 19.991 -5.924 28.887
C 19.978 -3.735 30.534
O 19.772 -4.172 29.225
H 20.388 -2.727 30.569
H 20.562 -4.448 31.069
H 18.986 -3.612 31.069
H 18.911 -3.797 29.058

Output
* energy above the lowest of the compared OMol25 structures with the same formula, charge and spin: 158.3 kcal/mol
* HOMO: -9.1 eV
* frontier orbital gap: 9.64 eV
* multiplicity: 1
* LUMO energy: 0.5166 eV
* SMILES string: CC(C)O.CC(C)O.CC(C)O.CC(C)O.CO.CO



Entry 2:
Formula: C3H6INO
Source: the OMol25 dataset
Level of theory: ωB97M-V/def2-TZVPD

Element x y z (Å)
C 0.725 -1.418 -0.821
C 0.084 -0.344 -0.406
C -1.201 -0.366 0.783
I -3.142 -0.427 -0.122
O 0.450 0.913 -0.889
N 0.914 1.664 0.205
H 1.595 -1.309 -1.411
H 0.265 -2.305 -0.315
H -1.122 0.504 1.433
H -1.021 -1.234 1.332
H 1.911 1.793 0.101
H 0.541 2.530 0.112

Output
* energy above the lowest of the compared OMol25 structures with the same formula, charge and spin: 68.6 kcal/mol
* HOMO: -9.2 eV
* frontier orbital gap: 9.71 eV
* multiplicity: 1
* LUMO energy: 0.5306 eV
* SMILES string: C=C(CI)ON



Entry 3:
Formula: CH3FN2
Source: the OMol25 dataset
Level of theory: ωB97M-V/def2-TZVPD

Element x y z (Å)
C 1.185 1.048 0.500
N 1.064 1.922 -0.217
N -1.009 -1.665 0.169
F -0.436 -1.590 -1.157
H -0.258 -2.265 0.535
H 0.846 2.849 -0.529
H -0.881 -0.731 0.647

Output
* energy above the lowest of the compared OMol25 structures with the same formula, charge and spin: 75.4 kcal/mol
* HOMO: -10.5 eV
* frontier orbital gap: 11.59 eV
* multiplicity: 1
* LUMO energy: 1.1347 eV



Entry 4:
Formula: C5H12N3
Source: the OMol25 dataset
Level of theory: ωB97M-V/def2-TZVPD

Element x y z (Å)
C 1.320 1.652 -0.475
C 2.242 -0.211 0.724
C -0.494 0.146 -0.429
C 2.119 -1.429 -0.155
C -2.540 -0.599 0.927
N 2.158 0.979 0.348
N 0.036 1.421 -0.727
N -2.020 0.299 -0.172
H 1.685 2.601 -0.688
H 2.335 -0.271 1.804
H -0.299 -0.444 -1.364
H 2.178 -1.128 -1.249
H 1.148 -1.967 0.098
H 2.942 -2.173 -0.073
H -2.158 -1.601 0.663
H -2.163 -0.456 1.911
H -3.582 -0.437 0.843
H -0.300 2.231 -1.172
H -1.963 1.267 0.081
H -2.642 0.122 -0.894

Output
* energy above the lowest of the compared OMol25 structures with the same formula, charge and spin: 108.4 kcal/mol
* HOMO (spin up / spin down): -11.7 / -11.7 eV
* frontier orbital gap (spin up / spin down): 8.15 / 8.15 eV
* multiplicity: 1
* LUMO energy (spin up / spin down): -3.5743 / -3.5745 eV
* total charge: +1